1.
# C6H6N2O3S

A 2-piece molecular cluster, C6H6N2O3S overall at a distorted geometry (ωB97M-V with the def2-TZVPD basis set, OMol25).

CARTESIAN COORDINATES (ANGSTROEM)
C  2.3700  1.1995  -0.1311
C  1.6010  1.0400  -1.2724
C  2.0663  0.4961  1.0246
C  0.5146  0.1791  -1.2590
C  0.9845  -0.3694  1.0491
C  0.2406  -0.5220  -0.1023
N  -0.8802  -2.6243  1.0126
N  -4.0453  1.5378  0.3953
O  -3.7140  2.6292  0.0504
O  -3.4707  0.4807  0.4148
O  -1.4459  -2.1044  -1.4568
S  -1.2367  -1.6077  -0.1023
H  3.2093  1.8790  -0.1393
H  1.8344  1.5881  -2.1729
H  2.6697  0.6227  1.9102
H  -0.0980  0.0385  -2.1358
H  0.7275  -0.9350  1.9293
H  -1.3272  -3.5279  0.9856

Calculated values
- Total charge: 0
- Relative energy (zero: lowest compared OMol25 entry of this formula, charge and spin): 139.9 kcal per mole
- LUMO (spin up / spin down): -2.0 / -1.4 eV
- Orbital gap (spin up / spin down): 0.2473 / 0.3058 Eh


2.
# C18H22ClN4SbSe5Tc

C18H22ClN4SbSe5Tc as an isolated structure (ωB97M-V with the def2-TZVPD basis set, OMol25).

CARTESIAN COORDINATES (ANGSTROEM)
Tc  0.4177  -0.8314  -0.6531
C  2.3735  1.7182  -1.2335
N  1.1275  1.4452  -0.4705
C  0.1741  2.5045  -0.8803
C  1.3416  1.5535  0.9720
C  2.1395  2.5404  1.5265
C  2.3242  2.5875  2.8963
C  1.7265  1.6327  3.7002
C  0.9035  0.6609  3.1574
C  0.6709  0.6360  1.7830
N  -0.1450  -0.3175  1.1092
C  -1.4301  -0.7154  1.5632
C  -1.7897  -0.9853  2.8809
C  -3.0695  -1.4365  3.1681
C  -4.0032  -1.6232  2.1649
C  -3.6506  -1.3712  0.8482
C  -2.3687  -0.9472  0.5555
N  -1.9280  -0.6427  -0.8018
C  -2.4710  0.6954  -1.1379
C  -2.4965  -1.6074  -1.7782
H  2.6869  2.7529  -1.0936
H  2.1705  1.5722  -2.2919
H  3.1762  1.0590  -0.9276
H  0.6675  3.4773  -0.8248
H  -0.6745  2.5205  -0.2086
H  -0.1484  2.3363  -1.9077
H  2.6453  3.2573  0.8960
H  2.9566  3.3498  3.3288
H  1.9138  1.6266  4.7653
H  0.5052  -0.0955  3.8074
H  -1.0891  -0.8943  3.6886
H  -3.3276  -1.6561  4.1951
H  -4.9988  -1.9723  2.4003
H  -4.3752  -1.5207  0.0597
H  -3.5581  0.6323  -1.2231
H  -2.0595  1.0376  -2.0864
H  -2.2327  1.3912  -0.3439
H  -3.5584  -1.4125  -1.9337
H  -2.3779  -2.6196  -1.4029
H  -1.9850  -1.4978  -2.7319
Se  1.8242  -1.8712  -6.0424
Sb  3.7952  -0.2336  -6.4287
Se  1.9017  -2.1794  -3.7607
Se  0.6376  -0.4100  -2.9772
Se  4.3511  0.4908  -4.3088
Se  2.6084  -1.6724  0.0059
C  3.7029  -0.3907  0.7570
N  4.4026  0.3628  1.2776
Cl  -0.4618  -3.5057  0.3546
C  0.2595  -2.8806  -1.1524
H  -0.4012  -3.1318  -1.9761
H  1.1963  -3.4189  -1.2842

Calculated values
- Total charge: +1
- Relative energy (zero: lowest compared OMol25 entry of this formula, charge and spin): 2.5 kcal per mole
- LUMO: -5.6 eV
- Orbital gap: 0.1989 Eh


3.
# C5H9FN4O2

A 2-piece molecular cluster, C5H9FN4O2 overall at a distorted geometry (ωB97M-V with the def2-TZVPD basis set, OMol25).

CARTESIAN COORDINATES (ANGSTROEM)
C  -2.1157  -0.2900  0.5058
C  -1.4336  -1.6673  -1.2388
C  1.9769  0.4973  -0.4844
C  1.1764  1.9402  1.4457
C  0.8553  1.5777  0.0359
N  -1.0211  0.4592  0.6737
N  -2.2202  -1.1100  -0.4524
N  -0.2852  0.9113  -0.1924
N  -0.2045  -2.3103  -0.8614
O  0.2944  -3.0834  -1.6467
O  0.2485  -2.0896  0.2137
F  -4.0203  -1.9135  -0.3262
H  -2.8901  -0.2400  1.3593
H  -1.7354  -1.9781  -2.2117
H  2.8412  1.0569  -0.7216
H  1.9365  -0.2279  0.3902
H  1.6027  0.0654  -1.4306
H  0.5946  2.7048  1.9005
H  2.1799  2.2348  1.4552
H  1.2433  1.0026  2.0778
H  0.9763  2.4601  -0.4918

Calculated values
- Total charge: 0
- Relative energy (zero: lowest compared OMol25 entry of this formula, charge and spin): 38.0 kcal per mole
- LUMO (spin up / spin down): -1.9 / -2.0 eV
- Orbital gap (spin up / spin down): 0.2541 / 0.2933 Eh


4.
# C20H30O10

A 5-piece molecular cluster, C20H30O10 overall at a distorted geometry (ωB97M-V with the def2-TZVPD basis set, OMol25).

CARTESIAN COORDINATES (ANGSTROEM)
O  -34.3605  -4.6362  20.8417
C  -34.2554  -4.6807  22.0354
C  -34.4871  -3.5258  23.0062
C  -34.3834  -4.1884  24.3622
C  -33.6363  -5.4995  24.0996
O  -33.7991  -5.7401  22.6923
H  -33.6730  -2.8212  22.8307
H  -35.4217  -3.0276  22.7623
H  -33.7208  -3.5255  24.9251
H  -35.3375  -4.2011  24.8862
H  -32.5933  -5.3775  24.4038
H  -33.9238  -6.3514  24.7164
O  -31.1948  -3.1538  25.1152
C  -30.1012  -3.0220  24.6426
C  -29.2660  -1.7603  24.5255
C  -27.8930  -2.3613  24.3635
C  -28.1892  -3.6057  23.5649
O  -29.3837  -4.0867  24.2125
H  -29.5110  -1.0690  23.7171
H  -29.4318  -1.1570  25.4191
H  -27.1306  -1.6958  23.9518
H  -27.4546  -2.7104  25.3036
H  -28.4109  -3.4381  22.5073
H  -27.3759  -4.3241  23.6372
O  -29.0820  -7.3419  25.2812
C  -29.6984  -7.0225  26.2543
C  -29.1538  -6.6206  27.6091
C  -30.3161  -5.7548  28.1941
C  -31.5151  -6.0436  27.2922
O  -31.0372  -6.8953  26.2470
H  -29.0968  -7.5099  28.2409
H  -28.2015  -6.1110  27.5516
H  -30.4362  -5.9693  29.2511
H  -29.9414  -4.7400  28.0540
H  -32.3508  -6.5028  27.8150
H  -31.8173  -5.1199  26.7959
O  -27.8040  -11.2389  25.8941
C  -28.8455  -11.4888  25.3409
C  -29.8342  -10.4640  24.8113
C  -30.8563  -11.3947  24.1113
C  -30.7114  -12.7111  24.8372
O  -29.3546  -12.7253  25.2947
H  -30.2736  -9.8477  25.5882
H  -29.3491  -9.8381  24.0673
H  -31.8580  -10.9503  24.1181
H  -30.6963  -11.3984  23.0317
H  -31.4141  -12.9280  25.6385
H  -30.8391  -13.4888  24.0787
O  -26.4472  -4.8184  26.8275
C  -25.7679  -5.8000  26.7910
C  -25.8470  -6.9020  25.7480
C  -24.5920  -7.7790  26.0137
C  -24.3557  -7.4134  27.5004
O  -24.9162  -6.1476  27.7667
H  -26.7700  -7.4691  25.8541
H  -25.8454  -6.3734  24.7949
H  -24.8619  -8.8231  25.8762
H  -23.8038  -7.5638  25.2966
H  -24.8083  -8.1901  28.1177
H  -23.2815  -7.4377  27.6873

Calculated values
- Total charge: 0
- Relative energy (zero: lowest compared OMol25 entry of this formula, charge and spin): 8.5 kcal per mole
- SMILES: O=C1CCCO1.O=C1CCCO1.O=C1CCCO1.O=C1CCCO1.O=C1CCCO1
- LUMO: 0.6 eV
- Orbital gap: 0.3814 Eh


5.
# C3H7PS2

A 2-piece molecular cluster, C3H7PS2 overall at a distorted geometry (ωB97M-V with the def2-TZVPD basis set, OMol25).

CARTESIAN COORDINATES (ANGSTROEM)
C  2.5520  -0.2268  0.9725
P  2.3876  0.4028  -0.7318
S  3.9929  -0.7472  0.0253
H  2.6752  0.6111  1.7314
H  2.1407  -1.0586  1.5630
H  1.4965  -0.5401  -1.2951
C  -1.5686  0.2804  -1.0238
C  -1.7591  -0.7402  0.0341
S  -0.6436  -1.8381  0.4151
H  -0.5462  0.2050  -1.3839
H  -1.7237  1.3248  -0.6757
H  -2.3421  0.1035  -1.8386
H  -2.8724  -0.9689  0.4122

Calculated values
- Total charge: 0
- Relative energy (zero: lowest compared OMol25 entry of this formula, charge and spin): 26.7 kcal per mole
- SMILES: C1PS1.CC=S
- LUMO: -0.3 eV
- Orbital gap: 0.3019 Eh


6.
# C23H27

An isolated ion of composition C23H27 and charge +1 at a distorted geometry (ωB97M-V with the def2-TZVPD basis set, OMol25).

CARTESIAN COORDINATES (ANGSTROEM)
C  -2.1339  -0.6104  2.5216
C  -1.9466  0.8554  2.9007
C  -0.8865  1.5678  2.0937
C  0.6225  1.4088  2.5493
C  1.2541  0.0509  2.6192
C  2.5439  -0.1428  3.3170
C  0.3847  -0.9967  1.9385
C  -0.8959  -1.4760  2.6828
H  -2.9294  -1.0456  3.1376
H  -2.5125  -0.7001  1.4993
H  -2.8886  1.3697  2.7144
H  -1.7641  0.9152  3.9676
H  -0.9475  1.2625  1.0403
H  -1.0722  2.6412  2.1171
H  1.2228  2.0492  1.8569
H  0.7444  1.9026  3.5349
H  2.5076  -1.2279  3.7486
H  2.6370  0.8330  3.9565
H  0.1122  -0.5686  0.9791
H  1.0199  -1.9046  1.7557
H  -0.7137  -1.5706  3.7573
H  -1.1034  -2.4748  2.3287
C  4.0294  -0.2749  3.0659
C  4.5371  0.8126  2.0911
C  4.2516  0.6298  0.7226
C  4.6715  1.5403  -0.2456
C  5.4338  2.6574  0.1705
C  5.6768  2.9028  1.5412
C  5.2087  1.9896  2.4888
C  4.7349  -0.2109  4.4442
C  4.8642  -1.2463  5.3385
C  5.5946  -1.2315  6.6151
C  5.7108  -2.4324  7.3743
C  6.3831  -2.5140  8.6020
C  7.0496  -1.3743  9.1142
C  7.0669  -0.1930  8.3353
C  6.3672  -0.1309  7.0998
H  4.3571  -1.2856  2.4940
H  3.7060  -0.2396  0.4500
H  4.5252  1.3248  -1.2778
H  5.8196  3.3603  -0.5958
H  6.3281  3.7305  1.8347
H  5.4095  2.2141  3.5425
H  5.0864  0.7290  4.7686
H  4.4141  -2.2185  5.1316
H  5.2335  -3.3299  7.0064
H  6.3838  -3.4272  9.2014
H  7.5350  -1.4007  10.0764
H  7.6096  0.6820  8.7229
H  6.4046  0.7790  6.5156

Calculated values
- Total charge: +1
- Relative energy (zero: lowest compared OMol25 entry of this formula, charge and spin): 48.3 kcal per mole
- LUMO: -5.5 eV
- Orbital gap: 0.2023 Eh


Repeat the fifth record exactly.
# C3H7PS2

A 2-piece molecular cluster, C3H7PS2 overall at a distorted geometry (ωB97M-V with the def2-TZVPD basis set, OMol25).

CARTESIAN COORDINATES (ANGSTROEM)
C  2.5520  -0.2268  0.9725
P  2.3876  0.4028  -0.7318
S  3.9929  -0.7472  0.0253
H  2.6752  0.6111  1.7314
H  2.1407  -1.0586  1.5630
H  1.4965  -0.5401  -1.2951
C  -1.5686  0.2804  -1.0238
C  -1.7591  -0.7402  0.0341
S  -0.6436  -1.8381  0.4151
H  -0.5462  0.2050  -1.3839
H  -1.7237  1.3248  -0.6757
H  -2.3421  0.1035  -1.8386
H  -2.8724  -0.9689  0.4122

Calculated values
- Total charge: 0
- Relative energy (zero: lowest compared OMol25 entry of this formula, charge and spin): 26.7 kcal per mole
- SMILES: C1PS1.CC=S
- LUMO: -0.3 eV
- Orbital gap: 0.3019 Eh